No. 1
DFT (ωB97M-V/def2-TZVPD) results for a gas-phase ion, C9H7N2O3 (charge -1) in a non-equilibrium geometry.

The geometry in XYZ format:
```
21
Properties=species:S:1:pos:R:3:forces:R:3:lowdin_charge:R:1
C 3.72350 0.62214 -0.44044 1.66 -0.35 2.60 -0.029
C 4.20948 0.55855 0.86312 0.62 0.10 -1.37 -0.154
C 2.36572 0.35632 -0.32259 -2.93 -1.24 0.98 -0.284
C 2.03349 0.11592 1.05833 2.15 1.38 -2.03 0.032
C -0.63952 -0.24749 -0.42809 0.38 -2.53 2.89 -0.018
C -2.30578 0.55551 1.22235 -1.61 -1.72 -1.12 -0.703
C -2.74031 -1.53948 -0.59560 -1.41 -0.81 0.90 -0.072
C -3.02107 -0.16059 -1.23838 0.12 -1.31 1.23 -0.073
C -2.01441 -0.29988 -0.16029 0.15 0.71 1.28 -0.395
N 1.48025 0.30195 -1.41524 3.16 -0.04 1.33 0.081
N 0.26342 0.22028 -1.05885 -1.91 2.58 -3.45 0.002
O -2.69932 -0.15943 2.13953 0.25 -0.36 1.06 -0.037
O -2.31886 1.76352 1.04842 0.74 1.07 -0.15 -0.018
O 3.25447 0.29963 1.73665 -2.75 -0.47 0.61 -0.035
H 4.28169 0.70636 -1.32821 0.48 0.28 -0.78 0.088
H 5.17099 0.59286 1.38578 -0.17 0.22 -0.89 0.122
H -3.48668 -1.96461 0.17425 1.07 1.08 -1.30 0.120
H -2.25684 -2.39634 -1.13955 -0.17 1.32 0.33 0.097
H -2.49908 0.13445 -2.07382 0.46 0.18 -2.47 0.066
H -3.86553 0.42251 -0.98281 -0.91 0.20 0.19 0.093
H 1.06437 0.11784 1.55545 0.62 -0.29 0.18 0.117
```
Positions in Å, forces in eV/Å.

Output
- Largest force on an atom: 4.7 eV/Å
- 2S+1: 3
- ⟨S²⟩: 2.036
- LUMO (spin up / spin down): 3.20 / 1.82 eV
- Orbital gap (spin up / spin down): 5.3 / 6.3 eV
- HOMO (spin up / spin down): -2.12 / -4.44 eV
- Charge: -1



No. 2
DFT (ωB97M-V/def2-TZVPD) results for a single C9H7N4P molecule in a non-equilibrium geometry.

The geometry in XYZ format:
```
21
Properties=species:S:1:pos:R:3:forces:R:3:lowdin_charge:R:1
C -3.68543 0.03309 -0.64275 1.02 -0.31 0.26 -0.323
C -0.96142 -0.95867 0.79051 -1.18 -0.78 -0.46 -0.234
C 3.80214 -0.04533 -0.13154 0.44 -1.92 1.22 -0.178
C 2.13828 1.69468 0.03283 -2.57 -2.70 1.15 -0.063
C 2.46086 0.31764 0.20879 -0.02 1.80 -1.13 -0.161
C 1.47912 -0.62955 0.37671 -0.67 -0.08 -0.90 -0.145
C -0.08138 1.09239 0.05566 0.83 1.93 -0.62 -0.378
C -4.97687 0.15703 -0.49395 -1.05 -0.27 0.78 -0.155
C 1.80345 -2.04962 0.17676 2.55 1.41 0.53 0.001
N 4.75806 -0.69529 -0.18566 -0.14 0.92 -0.45 0.181
N 0.87556 2.04395 0.00879 -0.73 0.08 -0.49 0.142
N 0.13004 -0.22968 0.38736 0.82 1.08 0.69 -0.101
N -1.38122 1.37318 -0.14069 0.52 -0.70 0.75 -0.057
P -2.33474 0.09665 0.48247 0.82 -0.54 0.04 0.905
H 2.86868 2.41409 0.06013 1.59 1.75 -0.28 0.095
H -5.46272 0.09860 -1.47590 -0.61 0.26 0.58 0.047
H -5.56541 0.22755 0.47983 0.69 -0.09 -1.50 0.077
H 2.67534 -2.07710 -0.48212 -0.34 -0.20 -0.25 0.085
H 2.17413 -2.52729 1.04167 0.25 -0.46 1.41 0.094
H 1.03447 -2.60705 -0.16298 -2.66 -1.60 -1.22 0.045
H -1.75095 2.27073 -0.38591 0.44 0.43 -0.10 0.121
```
Positions in Å, forces in eV/Å.

Output
- Largest force on an atom: 3.9 eV/Å
- LUMO (spin up / spin down): -1.15 / -1.23 eV
- Orbital gap (spin up / spin down): 6.0 / 6.3 eV
- HOMO (spin up / spin down): -7.11 / -7.54 eV
- Energy above the lowest of the compared OMol25 structures with the same formula, charge and spin: 95.3 kcal per mole



No. 3
DFT (ωB97M-V/def2-TZVPD) results for a molecular structure, C9H7O5P in a non-equilibrium geometry.

The geometry in XYZ format:
```
22
Properties=species:S:1:pos:R:3:forces:R:3:lowdin_charge:R:1
O 2.66997 -0.38419 -1.66681 -2.08 1.60 3.56 0.067
O -0.49630 -2.73016 -2.27037 -2.33 -2.08 1.26 -0.262
O 1.90301 0.53812 0.33241 0.31 -0.35 -0.61 0.133
O 1.29427 -2.03716 -3.48308 1.62 3.44 -1.94 -0.062
O -0.98328 -0.65769 -3.60719 1.06 -1.15 -0.61 -0.097
C 1.73577 -0.11096 -0.86487 1.97 -1.17 -3.40 -0.385
C -0.69439 -0.40255 -0.33763 2.41 -0.13 -2.71 0.075
C 0.39774 -0.51983 -1.26092 -2.90 0.96 2.94 -0.118
C -0.00747 1.78763 3.19829 -1.28 1.16 -0.57 -0.065
C -1.31629 1.36094 2.88277 1.13 -0.41 -1.66 -0.062
C 1.07734 1.59308 2.32303 -0.57 -1.31 -0.20 0.030
C -1.48964 0.63040 1.70163 -2.46 0.30 2.85 -0.054
C 0.85322 0.77842 1.15793 -0.97 1.16 1.59 -0.142
C -0.47992 0.31369 0.87609 3.05 -0.17 -1.18 -0.181
P 0.06350 -1.46589 -2.71050 -0.49 1.01 1.22 0.383
H 1.02853 -2.85074 -3.11874 0.61 -3.57 0.22 0.026
H -1.17474 -1.47422 -4.14540 -0.83 1.22 -0.28 0.108
H -1.70683 -0.77336 -0.57102 0.71 0.12 0.02 0.140
H 0.00432 2.51854 4.01721 0.77 -0.57 -0.12 0.110
H -2.23236 1.65801 3.36277 0.26 0.07 0.75 0.101
H 2.06016 1.99203 2.62058 -0.51 -0.34 -0.60 0.125
H -2.50662 0.23589 1.56384 0.51 0.22 -0.54 0.130
```
Positions in Å, forces in eV/Å.

Output
- Largest force on an atom: 4.4 eV/Å
- LUMO: -1.00 eV
- Orbital gap: 8.2 eV
- HOMO: -9.23 eV
- Energy above the lowest of the compared OMol25 structures with the same formula, charge and spin: 37.2 kcal per mole



No. 4
DFT (ωB97M-V/def2-TZVPD) results for a single C9H8ClF molecule in a non-equilibrium geometry.

The geometry in XYZ format:
```
19
Properties=species:S:1:pos:R:3:forces:R:3:lowdin_charge:R:1
F 1.89143 2.16644 0.60244 -0.29 -0.73 0.33 -0.027
C 1.53306 0.99291 -0.09590 -0.77 1.20 -1.21 -0.311
C 0.07403 0.68251 -0.09035 -2.22 -0.88 0.09 -0.117
C -1.03580 1.47787 -0.45419 0.99 0.57 0.22 -0.031
C -2.30578 0.96078 -0.43835 0.10 -0.72 0.79 -0.078
C -2.57005 -0.36870 -0.01048 1.02 1.42 -1.49 -0.075
C -1.50174 -1.20007 0.16501 0.02 -2.05 0.95 -0.050
C -0.19734 -0.68930 0.14711 0.12 1.34 0.37 -0.183
C 1.07719 -1.44329 0.29555 0.43 1.66 -2.06 -0.109
C 2.14748 -0.27974 0.52621 -0.22 -0.16 -5.00 -0.529
Cl 3.68488 -0.56811 -0.37668 0.28 -0.42 0.02 0.586
H 1.73835 1.32974 -1.16657 0.58 -1.26 1.18 0.170
H -1.01027 2.55172 -0.73042 0.66 -0.82 0.22 0.126
H -2.97976 1.72586 -0.72863 -1.47 -0.13 -0.07 0.088
H -3.49563 -0.86794 -0.02023 -1.40 0.17 0.07 0.085
H -1.80347 -2.30797 0.38390 1.25 2.04 -0.39 0.150
H 1.17858 -1.99190 1.13714 -0.29 -2.28 2.67 0.071
H 1.06445 -2.14458 -0.60577 1.28 1.12 0.98 0.156
H 2.51040 -0.02622 1.46022 -0.09 -0.09 2.32 0.078
```
Positions in Å, forces in eV/Å.

Output
- Largest force on an atom: 5.0 eV/Å
- LUMO: 0.73 eV
- Orbital gap: 10.0 eV
- SMILES string: F[C@@H]1c2ccccc2C[C@H]1Cl
- HOMO: -9.31 eV
- Energy above the lowest of the compared OMol25 structures with the same formula, charge and spin: 0.0 kcal per mole



No. 5
DFT (ωB97M-V/def2-TZVPD) results for a molecular structure, C9H8ClN5O2S in a non-equilibrium geometry.

The geometry in XYZ format:
```
26
Properties=species:S:1:pos:R:3:forces:R:3:lowdin_charge:R:1
O 2.40678 1.10816 4.45715 0.58 0.16 -2.91 -0.294
O 0.33553 0.14792 4.58961 -0.38 -0.34 -2.67 -0.312
Cl 1.16354 -1.13721 -2.68881 1.13 0.20 0.86 0.764
N 0.33523 1.27081 -0.65143 2.98 -1.20 1.71 0.131
N 2.06762 -1.18306 3.11311 -1.25 3.04 0.35 0.094
N 0.88869 1.02145 2.09305 1.93 -0.91 0.26 0.081
C -0.81192 1.04606 -1.19140 2.42 2.01 2.36 -0.474
C 2.23584 -1.99387 -0.31188 0.15 -0.45 1.59 -0.067
C 1.54124 -0.92927 -0.97744 -0.34 2.70 3.01 -0.506
C 2.39470 -2.12652 1.08817 0.12 -2.36 -6.61 -0.018
C 1.16627 0.20677 -0.15772 -2.26 -0.39 -5.86 -0.169
C 1.91445 -1.08026 1.84168 1.61 -0.73 2.32 -0.371
C 1.40620 0.16802 1.24611 -1.66 0.80 1.49 -0.232
N -1.67820 2.09325 -1.19687 0.28 -1.24 -1.37 0.081
N -1.30251 -0.14123 -1.54423 -0.73 0.09 -0.98 0.060
C -2.98287 1.57175 -1.45207 1.39 -0.74 -2.34 -0.117
C -2.63784 0.13410 -2.00595 -2.49 -1.16 0.98 -0.127
S 1.42710 0.39794 3.65244 -0.70 -1.06 4.95 0.690
H 2.58245 -2.72381 -1.02317 0.27 -0.64 0.33 0.091
H 2.77963 -3.12985 1.32808 -0.07 1.09 0.93 0.132
H -1.48025 2.97761 -0.76859 0.23 -0.22 0.26 0.151
H -0.64199 -0.69002 -2.10721 -1.02 0.19 0.33 0.001
H -3.46919 1.49496 -0.56097 -1.94 -0.27 2.35 0.085
H -3.46480 2.22791 -2.14152 -0.90 0.02 -0.57 0.110
H -2.88769 -0.06612 -3.02212 0.78 0.72 -1.44 0.101
H -3.28799 -0.66554 -1.60801 -0.13 0.67 0.68 0.117
```
Positions in Å, forces in eV/Å.

Output
- Largest force on an atom: 7.0 eV/Å
- LUMO: -2.49 eV
- Orbital gap: 6.1 eV
- HOMO: -8.59 eV
- Energy above the lowest of the compared OMol25 structures with the same formula, charge and spin: 47.5 kcal per mole